DFT (ωB97M-V/def2-TZVPD) results for a molecular structure, C20H26IrN3O6P in a non-equilibrium geometry.

XYZ file:
```
57
Properties=species:S:1:pos:R:3:forces:R:3
C -2.19728 -0.10476 -4.41197 -0.1 0.3 -0.2
C -1.95643 -1.17533 -3.55858 0.4 -0.6 1.1
C -1.32734 -1.00280 -2.31791 -1.2 -0.6 -1.7
C -1.00115 0.31089 -1.91293 0.7 -1.1 0.6
C -1.15393 1.37021 -2.81990 -0.8 0.8 -1.9
C -1.78501 1.17236 -4.04960 0.3 0.4 0.5
C -1.11100 -2.20919 -1.46067 0.1 -0.1 0.5
C -0.48711 -3.41837 -2.19499 -0.6 -0.7 0.1
N 0.80923 -3.20093 -2.77572 0.3 0.5 0.1
Ir -0.43731 0.77814 -0.00164 -1.8 -2.4 0.6
C -0.67768 2.73620 -2.45178 0.2 0.2 0.3
P 0.26990 2.55123 -0.89373 1.0 5.0 -2.1
H -2.29288 -2.17176 -3.84488 0.1 0.2 -0.1
H -1.97050 2.02781 -4.69928 0.1 -0.3 0.1
H -2.70451 -0.27191 -5.35875 0.1 0.1 0.1
H -1.50575 3.43805 -2.27788 0.1 -0.2 -0.1
H -0.02222 3.17802 -3.21413 -0.3 -0.1 0.0
H -0.52234 -1.99349 -0.56317 -0.1 0.0 -0.2
H -2.09024 -2.55541 -1.09015 0.3 -0.1 -0.1
H -0.35321 -4.21361 -1.44033 -0.1 0.2 -0.2
C -0.12568 4.00801 0.07800 0.2 0.5 0.4
C 1.99382 2.64408 -1.40226 0.2 0.0 0.1
H -1.17096 -3.77103 -2.97671 0.3 0.0 0.2
C 1.01240 -3.08948 -4.18371 -0.4 -0.1 -0.9
C 1.94701 -3.02469 -1.92144 0.4 0.0 0.9
H 1.36371 0.63720 0.12961 0.8 0.6 0.0
H 1.72979 -3.85738 -4.52371 -0.2 0.2 0.2
H 0.05587 -3.21893 -4.71107 0.5 0.0 0.2
H 1.44416 -2.10437 -4.43707 -0.1 -0.3 0.2
H 2.73644 -3.75552 -2.17079 -0.3 0.2 0.0
H 2.38703 -2.01910 -2.04372 -0.2 -0.3 -0.1
H 1.64672 -3.16036 -0.87346 0.1 0.0 -0.3
H 2.29696 3.69689 -1.43704 0.1 -0.3 -0.1
H 2.60182 2.10487 -0.67017 0.2 0.2 -0.2
H 2.11071 2.18017 -2.38764 0.1 0.1 0.2
H -0.99430 4.51146 -0.36793 0.2 -0.1 0.3
H -0.33949 3.69621 1.11013 0.0 0.4 -0.3
H 0.74802 4.67002 0.05468 -0.3 0.1 0.2
H 1.12138 -0.07772 0.29744 0.5 -1.7 0.2
O -0.01930 -2.11223 1.84506 -0.8 1.6 -0.4
C -0.53961 -1.03326 2.10238 0.3 -1.1 2.0
O -1.32675 -0.33102 1.28013 -0.6 -1.4 0.7
C -0.36497 -0.37607 3.46329 0.2 0.2 0.5
C -0.71332 0.96768 3.68397 0.5 0.1 0.3
C -0.32065 1.60778 4.87748 0.3 -2.0 -0.5
C 0.23776 0.87698 5.93555 0.0 -0.1 -0.3
C 0.49405 -0.49069 5.74714 -1.0 0.9 -1.9
C 0.24461 -1.10571 4.49884 0.2 0.4 0.5
N 1.03874 -1.25931 6.83166 1.5 -1.9 2.9
O 1.24963 -0.68392 7.92221 -0.6 -0.9 -2.5
O 1.27596 -2.47205 6.64281 -0.6 2.5 -0.1
N -0.35987 3.04412 4.93067 -0.3 3.4 0.7
O -0.74731 3.65730 3.90872 0.7 -1.3 1.5
O 0.00269 3.62362 5.97374 -0.7 -1.6 -2.2
H -1.22967 1.54955 2.92558 0.2 -0.1 0.1
H 0.49573 1.36091 6.87308 0.0 -0.1 -0.2
H 0.53363 -2.13937 4.33255 -0.1 0.1 0.1
```
Positions in Å, forces in eV/Å.

charge = +2
max |F| = 5.5 eV/A
HOMO level (alpha / beta) = -13.3 / -15.0 eV
2S+1 = 6
Kohn-Sham gap (alpha / beta) = 7.57 / 4.92 eV

DFT (ωB97M-V/def2-TZVPD) results for a molecular structure, C37H35P2Sc in a non-equilibrium geometry.

XYZ file:
```
75
Properties=species:S:1:pos:R:3:forces:R:3
C 0.68517 -1.20786 -1.93082 0.1 -0.7 -0.2
C -0.25490 -1.80081 -1.03080 -0.2 -1.7 0.1
C -1.65540 -1.85350 -1.43737 1.1 -0.8 -0.8
C -1.95562 -1.65752 -2.80822 0.1 0.3 0.1
C -0.96706 -1.29540 -3.70191 -0.4 0.2 -0.3
C 0.35095 -1.12322 -3.27862 0.1 0.6 0.1
P 0.22601 -2.17764 0.70637 -0.4 -1.3 -1.9
C -1.14090 -3.20165 1.33422 -0.2 0.2 -0.1
C -2.16271 -2.63870 2.12835 0.2 0.6 -0.4
C -3.32010 -3.34398 2.40434 -0.1 0.0 0.0
C -3.46230 -4.63780 1.92573 0.2 -0.1 -0.1
C -2.43971 -5.22709 1.16715 0.2 0.0 0.1
C -1.26926 -4.52015 0.86720 -0.5 0.1 0.3
Sc -1.21553 -0.12320 0.10468 1.3 -0.3 3.1
P 0.05513 2.13573 0.66185 0.7 1.3 -0.3
C -1.23720 2.10064 -0.58420 -0.7 0.8 -0.9
C -0.95130 2.16736 -1.97265 -0.5 0.5 1.2
C -2.02661 2.16033 -2.85132 -0.3 -0.2 -0.4
C -3.30614 1.80754 -2.42821 0.0 0.2 -0.7
C -3.56872 1.51399 -1.09742 0.1 0.0 0.8
C -2.56693 1.73298 -0.13858 0.3 0.5 -1.3
C -0.23312 3.60600 1.68938 -0.2 0.7 0.4
C 0.73000 3.85322 2.69055 -0.4 -0.3 0.0
C 0.46178 4.74788 3.72541 -0.2 0.0 -0.2
C -0.76261 5.42774 3.76191 0.2 -0.4 -0.4
C -1.64437 5.31808 2.67839 0.3 -0.1 0.0
C -1.36816 4.44152 1.61811 0.1 -0.4 0.4
C 1.60760 2.42426 -0.18880 0.2 -0.1 -0.2
C 2.61003 1.44211 -0.10433 -0.4 0.3 -0.4
C 3.79841 1.61863 -0.80504 0.2 -0.1 -0.1
C 3.97753 2.73519 -1.62538 -0.1 -0.1 0.3
C 2.96931 3.70139 -1.71127 -0.1 0.1 0.0
C 1.80109 3.58264 -0.95740 0.4 -0.4 -0.2
C 1.76115 -3.13161 0.64110 0.8 0.3 0.0
C 2.16975 -3.83269 -0.51194 0.1 0.0 0.2
C 3.43006 -4.44393 -0.53683 -0.1 0.2 0.2
C 4.28474 -4.33774 0.57089 -0.4 0.0 0.1
C 3.86299 -3.67529 1.73214 -0.2 0.0 0.0
C 2.61217 -3.06038 1.76666 -0.2 0.1 -0.5
H 1.67612 3.31295 2.66885 -0.2 0.0 0.1
H 1.19500 4.88270 4.52019 -0.2 0.0 -0.2
H -1.01548 6.02691 4.63172 0.0 0.1 -0.3
H -2.56270 5.90381 2.67763 0.2 -0.1 -0.1
H -2.03748 4.39873 0.75640 0.1 -0.1 0.4
H 0.06262 2.39776 -2.30935 -0.4 -0.2 0.1
H -1.85752 2.44999 -3.88828 -0.1 -0.3 0.2
H -4.10573 1.77272 -3.16958 0.2 -0.1 0.3
H -4.54702 1.14329 -0.78506 0.2 0.3 -0.1
H -2.77942 1.56722 0.92658 0.0 0.4 -0.1
H 2.42996 0.52485 0.45884 0.1 0.3 0.0
H 4.56956 0.85136 -0.72237 -0.1 0.3 -0.1
H 4.91106 2.84870 -2.18142 -0.4 0.0 0.1
H 3.08254 4.54289 -2.39271 0.1 -0.1 0.3
H 1.02100 4.34636 -1.01282 0.3 -0.2 0.1
H 1.51025 -3.88115 -1.38454 0.3 0.0 0.3
H 3.74304 -5.00219 -1.42329 -0.1 0.2 0.3
H 5.27615 -4.78697 0.54658 -0.3 0.1 0.0
H 4.49783 -3.63327 2.62075 -0.1 0.0 -0.4
H 2.27542 -2.48862 2.63299 0.2 -0.3 -0.1
H -2.10215 -1.62092 2.53923 0.1 -0.6 -0.3
H -4.09214 -2.84770 2.99243 0.1 -0.4 -0.1
H -4.37166 -5.18090 2.16180 0.2 -0.1 -0.1
H -2.55608 -6.25324 0.82386 0.0 0.2 0.0
H -0.45477 -4.96747 0.29259 -0.4 0.0 0.1
H -2.40066 -2.40017 -0.84171 0.4 0.3 0.1
H -2.96822 -1.83436 -3.17392 0.2 0.2 0.2
H -1.21115 -1.05745 -4.73801 0.0 -0.4 0.2
H 1.08761 -0.90435 -4.06125 -0.1 0.1 0.7
H 1.71510 -1.04236 -1.59964 -0.3 -0.1 -0.1
H 0.10598 1.29651 -5.40025 0.0 0.1 -0.1
H 0.53724 1.07483 -4.84208 0.0 0.1 0.0
C -0.19411 -0.25165 2.25259 -0.9 0.5 0.7
H -0.72221 0.66577 2.55519 0.1 0.1 0.4
H 0.88291 -0.08160 2.40337 -0.4 0.2 -0.4
H -0.48611 -1.00008 2.99140 0.3 -0.2 -0.1
```
Positions in Å, forces in eV/Å.

charge = +2
max |F| = 3.4 eV/A
HOMO level = -12.6 eV
Kohn-Sham gap = 5.94 eV